Record 1
15
Properties=species:S:1:pos:R:3:lowdin_charge:R:1 method="wB97M-V/def2-TZVPD" e_homo_ev=-9.004 fmax_ev_per_a=3.25 orbital_gap_ha=0.3543
C -0.09519 1.78295 0.17792 -0.228
C -0.05730 0.44939 -0.44465 -1.002
S 0.52823 0.78979 -2.21098 0.735
S -1.71304 -0.47742 -0.31077 0.805
C -0.49040 -1.78709 0.23508 -0.456
C 0.74016 -0.79590 0.23280 -0.739
S 1.36099 -0.47746 1.89621 0.748
H -1.06993 2.21871 -0.23093 0.105
H 0.71880 2.28181 -0.25169 0.036
H -0.30643 1.84000 1.22227 0.055
H -0.45989 0.22272 -2.84195 -0.176
H -0.24492 -2.41029 -0.64694 0.069
H -0.65908 -2.34919 1.18766 0.080
H 1.56661 -1.24361 -0.37097 0.091
H 0.18140 -0.04440 2.35695 -0.123

---

Record 2
21
Properties=species:S:1:pos:R:3:lowdin_charge:R:1 method="wB97M-V/def2-TZVPD" e_homo_ev=-7.328 fmax_ev_per_a=1.21 orbital_gap_ha=0.2969
C -0.06793 -1.48390 -0.90445 -0.041
C 0.45235 -0.13208 -0.41613 -0.482
C 0.99285 0.69459 -1.57609 -0.043
C 1.46298 -0.30700 0.73109 -0.136
C 0.62702 -0.09263 1.96315 -0.041
C -0.53380 0.49213 1.63961 -0.387
O -1.54980 0.85254 2.44463 0.079
N -0.67317 0.68443 0.26723 -0.098
N -2.00220 0.77831 -0.18738 0.067
H -0.46434 -2.06548 -0.07325 0.091
H -0.84525 -1.36231 -1.65957 0.071
H 0.74591 -2.04632 -1.35679 0.086
H 1.29484 1.67815 -1.22548 0.083
H 0.23554 0.81802 -2.34909 0.074
H 1.85393 0.19674 -2.01838 0.085
H 2.26170 0.43651 0.65724 0.110
H 1.92468 -1.29645 0.71873 0.111
H 0.95540 -0.33102 2.95414 0.095
H -2.26075 1.15937 1.85581 0.093
H -2.36866 -0.11833 -0.51103 0.089
H -2.04130 1.44473 -0.95400 0.094

---

Record 3
46
Properties=species:S:1:pos:R:3:lowdin_charge:R:1 method="wB97M-V/def2-TZVPD" e_homo_ev=-8.595 fmax_ev_per_a=0.89 orbital_gap_ha=0.3140
C 6.57720 1.90526 0.98860 -0.031
C 6.22860 0.84687 -0.04748 -0.270
C 6.98546 -0.48162 0.14485 -0.114
O 6.04215 -1.50738 -0.11335 -0.042
C 4.80490 -1.03002 0.31897 -0.286
C 3.66010 -1.65690 -0.47005 -0.024
N 2.43882 -0.93933 -0.18245 -0.029
C 1.26270 -1.57340 -0.10205 0.026
C 0.06579 -0.93771 0.05462 -0.018
C -1.14170 -1.82386 0.10245 -0.456
O -1.04640 -3.03944 0.01673 0.046
N -2.30305 -1.17220 0.24269 0.096
C -3.57606 -1.86272 0.21478 -0.113
C -4.69363 -0.86319 0.23157 -0.149
C -5.56859 -0.75253 1.30349 -0.020
C -6.57334 0.19927 1.31916 -0.009
C -6.69294 1.06076 0.24454 -0.273
F -7.66210 1.99326 0.25232 0.066
C -5.84547 0.98936 -0.84764 0.077
C -4.86001 0.02092 -0.83157 -0.222
F -4.04120 -0.07148 -1.89429 0.089
C -0.00928 0.50423 0.11734 -0.289
O -1.03518 1.16187 0.27106 0.065
C 1.30430 1.17033 -0.03421 -0.145
O 1.28172 2.49476 -0.03791 0.122
C 2.46931 0.44316 -0.14658 -0.024
C 3.76422 1.14451 -0.20491 -0.337
O 3.84989 2.35070 -0.43324 0.074
N 4.84910 0.39360 0.06497 0.055
H 7.62503 2.17489 0.89871 0.085
H 5.96859 2.78890 0.81963 0.075
H 6.38916 1.53465 1.99412 0.088
H 6.38040 1.25564 -1.05368 0.159
H 7.81278 -0.61536 -0.54981 0.134
H 7.35384 -0.55932 1.17602 0.130
H 4.66852 -1.20735 1.40583 0.179
H 3.54454 -2.70670 -0.20365 0.143
H 3.90456 -1.58826 -1.53781 0.154
H 1.26912 -2.65393 -0.16672 0.145
H -2.27329 -0.15389 0.27597 0.109
H -3.61964 -2.47867 -0.69374 0.137
H -3.64929 -2.53725 1.07571 0.130
H -5.46151 -1.42664 2.13962 0.118
H -7.25450 0.28368 2.15083 0.117
H -5.94768 1.66363 -1.68145 0.132
H 2.19532 2.83443 -0.20394 0.098

---

Record 4
14
Properties=species:S:1:pos:R:3:lowdin_charge:R:1 method="wB97M-V/def2-TZVPD" e_homo_ev=-9.397 fmax_ev_per_a=1.55 orbital_gap_ha=0.3712
C -0.88835 1.10301 -1.92907 -0.012
C -0.90169 0.80073 -0.64899 -0.107
C -0.40496 0.00754 0.27066 -0.178
C 0.60867 -0.88817 -0.70032 -0.040
C -0.62164 -0.10378 1.78365 -0.231
O 0.61290 -0.38680 2.40878 -0.071
H -0.14505 1.78728 -2.34006 0.072
H -1.52626 0.57791 -2.64076 0.071
H -0.10266 -1.28280 -1.41985 0.058
H 1.32203 -1.72486 -0.55682 0.071
H 1.22508 -0.09609 -1.11651 0.062
H -1.36375 -0.88896 2.02297 0.115
H -1.00069 0.81322 2.27083 0.125
H 1.08496 -0.95226 1.78589 0.066

---

Record 5
23
Properties=species:S:1:pos:R:3:mulliken_spin:R:1 method="wB97M-V/def2-TZVPD" multiplicity=2 total_charge=-1 e_homo_ev="1.114 / -5.156" fmax_ev_per_a=1.94 orbital_gap_ha="0.0951 / 0.3206" s2=0.750
C -1.72077 -2.80851 -1.03235 -0.009
C -2.58077 0.56435 -1.78412 1.304
C -1.71161 -1.33958 -1.25017 -0.363
C -0.93239 -0.35749 -0.72644 -0.284
N -2.73716 -0.72586 -1.94916 -0.351
N -1.47548 0.84269 -1.07098 0.479
H -3.30712 1.27921 -2.12096 -0.297
H -1.19024 1.76624 -0.73719 -0.295
H 0.04132 -0.35774 -0.30006 0.361
H -1.18973 -3.06260 -0.11849 0.017
H -1.13757 -3.36652 -1.78962 0.001
H -2.71820 -3.21597 -1.17836 -0.014
C 2.27707 0.49257 1.29182 -0.187
C 2.30687 1.74409 0.36345 0.906
C 1.15275 0.61091 2.29338 0.299
H 2.14468 -0.34511 0.59503 0.097
H 3.30212 0.31430 1.59903 -0.142
H 2.63043 1.48334 -0.64035 -0.167
H 1.11655 1.61326 2.68676 -0.182
H 3.03272 2.48472 0.68819 -0.364
H 1.29110 2.12845 0.31324 0.193
H 0.27063 0.33909 1.72436 0.065
H 1.13479 -0.08383 3.14297 -0.067

---

Record 6
23
Properties=species:S:1:pos:R:3:mulliken_spin:R:1 method="wB97M-V/def2-TZVPD" multiplicity=2 total_charge=+1 e_homo_ev="-13.873 / -13.864" fmax_ev_per_a=4.15 orbital_gap_ha="0.3062 / 0.1649" s2=0.760
C -1.47958 2.48011 -1.06560 0.004
C -2.10592 1.05292 -0.75518 0.051
C -2.15645 0.40961 1.58780 -0.051
N -1.62123 0.46144 0.45986 0.765
H -2.23446 3.25265 -1.16762 0.002
H -0.65070 2.62407 -0.38787 -0.002
H -1.03933 2.37618 -2.06392 0.002
H -1.73276 0.45438 -1.60217 0.028
H -3.19967 1.12585 -0.90631 0.085
H -3.16360 0.67374 1.89864 0.064
H -1.49166 0.02003 2.37397 0.047
H 1.31502 0.40517 1.62694 -0.001
H 2.36937 -0.32280 0.85216 0.000
O 1.89330 -0.36158 1.68546 0.004
H 0.28376 -1.57996 -1.27543 0.000
H 1.48290 -2.49516 -1.12095 0.000
O 1.23936 -1.57722 -1.27914 0.002
H -0.01317 -1.62083 1.05667 0.000
H 0.96304 -2.47971 1.74044 0.000
O 0.39352 -2.48278 0.96428 0.001
H 2.32531 -0.25648 -1.19484 0.000
H 2.52108 0.90702 -2.25088 0.000
O 2.46990 0.70633 -1.30618 0.001

---

Record 7
76
Properties=species:S:1:pos:R:3:mulliken_spin:R:1 method="wB97M-V/def2-TZVPD" multiplicity=2 e_homo_ev="-7.816 / -7.816" fmax_ev_per_a=3.63 orbital_gap_ha="0.2965 / 0.2504" s2=0.751
C 2.65277 -2.77750 -1.89999 0.001
C 2.14228 -1.86372 -2.95245 -0.001
H 2.31815 -3.79949 -2.10193 0.000
H 2.30426 -2.49790 -0.89707 0.000
H 3.75316 -2.79790 -1.89701 0.000
C 2.04561 -2.29983 -4.22744 0.001
C 2.38151 -3.66299 -4.74927 0.000
H 1.68912 -1.63805 -5.01345 0.000
H 1.90050 -4.49324 -4.21565 0.000
H 3.46017 -3.87470 -4.76112 0.000
H 2.04341 -3.74160 -5.79015 0.000
Yb 0.91932 0.54112 1.05897 1.011
Cl 2.61696 2.34260 1.03210 -0.001
Cl 1.72849 -1.84689 1.48982 -0.001
C -0.66981 3.07432 1.88558 -0.002
O -1.21867 2.04804 1.43095 0.000
N -1.06055 4.34620 1.72142 0.000
C -2.41807 4.67451 1.36164 0.000
C -0.07376 5.40906 1.79907 0.000
H 0.28248 3.00575 2.43541 0.001
H -3.11702 4.13330 2.00395 0.000
H -2.63093 4.42055 0.31848 0.000
H -2.53393 5.75058 1.48508 0.000
H 0.46869 5.33531 2.75115 0.000
H -0.60038 6.36264 1.73281 0.000
H 0.65057 5.33454 0.97116 0.000
H 0.37879 -4.40398 3.10277 0.000
H -0.63105 -3.48790 0.74726 0.000
C -0.68579 -4.57639 3.33634 0.000
C -1.59884 -3.73565 1.21918 0.000
N -1.48832 -3.57372 2.65203 0.000
H -0.84805 -4.47925 4.41929 0.000
C -1.87160 -2.43216 3.28395 0.000
O -2.17875 -1.34746 2.78327 0.000
H -2.38208 -3.07777 0.82148 0.000
H -1.93399 -2.61620 4.37775 0.000
H -0.98315 -5.57229 2.97548 0.000
H -1.82453 -4.79169 0.99204 0.000
O 1.24494 -0.15214 -1.25364 -0.006
C 1.95297 -0.39232 -2.53484 -0.001
C 0.28934 0.03640 -4.43515 -0.001
C 1.39757 0.45506 -3.68188 0.001
H -0.16812 -0.94460 -4.22216 0.000
C -0.24919 0.85062 -5.45141 0.001
H 2.97005 -0.02342 -2.31817 0.000
C 1.96689 1.70285 -3.97669 -0.001
H -1.16073 0.52874 -5.97377 0.000
C 0.42729 2.00471 -5.84135 0.000
C 1.51814 2.44054 -5.07945 0.000
H 2.75195 2.06187 -3.31540 0.000
H 0.16661 2.48957 -6.78115 0.000
H 2.06423 3.33559 -5.37674 0.000
Si -0.49822 0.24161 -1.18303 0.000
Cl 0.63541 -2.16378 4.32529 0.000
C -1.87064 0.12684 -2.43018 0.000
C -0.09722 2.11028 -1.31719 -0.002
C -1.13171 -1.04834 -0.01394 -0.002
H -1.71109 0.68508 -3.35934 0.000
H -2.76875 0.54170 -1.94237 0.000
H -2.04932 -0.92582 -2.66200 0.000
H -1.93591 -1.55115 -0.57833 0.000
H -1.49669 -0.78029 1.00048 0.000
H -0.33777 -1.76718 0.21934 0.001
H 0.28921 2.29859 -2.33794 0.000
H 0.73960 2.47841 -0.68038 0.000
H -0.95957 2.78578 -1.18261 0.000
N -0.50802 -0.47769 6.20312 0.000
C -0.63870 0.96441 6.02536 0.000
C -0.27154 1.43705 4.58755 0.000
O -0.90981 2.50013 4.33199 0.000
O 0.48986 0.77811 3.83203 0.000
H -1.42815 -0.92139 6.20712 0.000
H -0.06617 -0.68667 7.09822 0.000
H 0.05095 -1.06607 5.40402 0.000
H -1.68211 1.22187 6.23408 0.000
H -0.00254 1.43477 6.77753 0.000

---

Record 8
16
Properties=species:S:1:pos:R:3:lowdin_charge:R:1 method="wB97M-V/def2-TZVPD" e_homo_ev="-8.692 / -8.691" fmax_ev_per_a=3.54 orbital_gap_ha="0.3016 / 0.3015"
C 1.27494 -1.32806 -1.01256 -0.099
C -1.30971 -0.73972 0.17231 -0.170
C 2.64853 -1.47062 -0.50786 -0.014
C -2.34204 1.78647 0.95210 -0.128
O -0.16026 1.59568 -0.56825 -0.347
O 0.03762 0.96410 1.79674 -0.334
O 0.32046 -1.09951 -0.19835 -0.091
F -1.91914 -0.58935 -1.01444 -0.044
S -0.74832 0.97584 0.59476 0.599
H 1.08590 -1.39779 -2.08523 0.146
H 3.23873 -0.62597 -0.86580 0.104
H 3.10082 -2.37855 -0.90690 0.094
H 2.65507 -1.47466 0.57908 0.101
H -2.15617 2.58452 1.65936 0.063
H -2.74024 2.16673 0.02070 0.061
H -2.98619 1.03090 1.38434 0.058

---

Listing relative energy (zero: lowest compared OMol25 entry of this formula, charge and spin) for the structures above in their given order: 26.57, 32.30, 0.00, 87.18, 10.58, 78.57, 73.58, 10.83 kcal/mol.